Entry 1:
DFT (wB97M-V/def2-TZVPD) results for the molecule C2H2INO at a distorted geometry.

```
7
Properties=species:S:1:pos:R:3:forces:R:3
H 1.3086 0.1412 -1.8262 0.6 1.7 -2.5
N 0.9530 -0.1725 -0.9966 -1.0 -1.6 2.9
C 0.2082 0.4739 -0.2177 1.4 1.1 -1.1
C -0.1037 -0.2929 0.9623 -2.3 -1.8 1.0
O 0.3412 -0.8196 1.8841 0.1 0.5 -0.3
I -2.5660 -0.8492 0.4143 1.3 0.5 0.3
H -0.1413 1.5191 -0.2202 -0.1 -0.4 -0.3
```
Positions in Å, forces in eV/Å.

F_max in eV Å⁻¹: 3.441
E_HOMO in eV: -9.20
Kohn-Sham gap in eV: 8.244
Relative energy (zero: lowest compared OMol25 entry of this formula, charge and spin) in eV: 0.810
LUMO energy in eV: -0.95

These are the Löwdin partial charges, in e, on atoms 1 to 5: 0.04 0.17 -0.30 -0.49 0.16

Entry 2:
DFT (wB97M-V/def2-TZVPD) results for a structure of composition C52H51N2O3P2SSn at a distorted geometry.

```
112
Properties=species:S:1:pos:R:3:forces:R:3
Sn -1.4492 -0.3917 0.9061 -0.2 1.8 -0.3
C 1.8045 5.8282 2.7168 0.0 0.0 0.0
C 1.6327 5.8948 1.3380 0.0 0.0 0.0
C 0.8744 4.9332 0.6898 0.0 0.0 0.0
C 0.2781 3.8970 1.4158 -0.1 0.2 -0.3
C 0.4574 3.8397 2.7950 0.0 0.0 0.0
C 1.2199 4.8030 3.4441 0.0 0.0 0.0
P -0.7737 2.6448 0.6350 0.2 -0.2 0.8
C 0.1671 2.1399 -0.8478 0.0 -0.1 0.1
C -0.5059 1.8096 -2.1108 0.2 0.3 -0.2
C 0.0894 1.1321 -3.0909 -0.1 -0.1 -0.1
C 1.4542 0.5227 -2.9763 -0.2 0.4 0.1
C 2.1719 0.9130 -1.6662 -0.2 -0.5 0.2
C 1.4660 1.8528 -0.7213 0.0 0.1 -0.3
C -2.2960 3.3963 0.0632 -0.2 -0.2 -0.3
C -2.6232 4.7260 0.0972 0.1 0.0 0.1
C -3.8878 5.1598 -0.3486 -0.1 0.1 0.0
C -4.7956 4.2629 -0.8331 0.0 0.0 0.0
C -4.4931 2.8778 -0.8973 0.3 0.2 0.1
C -5.4149 1.9424 -1.4254 -0.1 0.0 0.0
C -5.1020 0.6189 -1.5113 0.2 -0.3 -0.3
C -3.8365 0.1531 -1.0627 -0.6 0.9 -0.1
C -2.9556 1.0229 -0.4577 1.3 -1.4 0.3
C -3.2329 2.4263 -0.4143 -0.6 -0.3 -0.1
H 2.3893 6.5844 3.2236 0.0 0.0 0.0
H 2.0758 6.7063 0.7752 0.0 0.0 0.0
H 0.7348 4.9916 -0.3841 0.0 0.0 0.0
H -0.0070 3.0444 3.3662 0.0 0.0 0.0
H 1.3494 4.7576 4.5171 0.0 0.0 0.0
H -1.4573 2.2845 -2.3086 -0.1 -0.1 0.0
H -0.3844 1.1094 -4.0653 0.0 -0.1 0.0
H 2.0181 0.8470 -3.8568 0.1 0.0 0.1
H 2.1263 0.0134 -1.0436 0.0 0.0 0.0
H 2.0059 2.1128 0.1857 0.0 -0.1 0.0
H -1.9159 5.4515 0.4809 0.0 0.0 0.0
H -4.1328 6.2128 -0.3120 0.0 0.0 0.0
H -5.7673 4.6026 -1.1716 0.0 0.0 0.0
H -6.3685 2.3019 -1.7941 0.0 0.0 0.1
H -5.8059 -0.0796 -1.9503 0.0 0.0 0.0
H -3.5938 -0.8925 -1.2288 0.0 -0.1 0.3
C -1.1870 -5.1066 1.0125 0.2 -0.1 0.0
S -0.2413 -3.6154 0.7554 -0.4 0.2 0.0
O -1.3054 -2.6182 0.2568 0.0 -0.4 -0.4
C 0.1314 -3.1363 2.4204 0.1 -0.1 0.0
C -0.8401 -3.1073 3.4162 0.0 0.0 0.0
C -0.4894 -2.6590 4.6767 0.0 0.0 0.0
C 0.8140 -2.2412 4.9304 0.0 0.0 0.0
C 1.7699 -2.2632 3.9270 0.0 0.0 0.0
C 1.4314 -2.7109 2.6568 0.0 0.0 0.0
H -2.0749 -4.8907 1.6013 0.0 0.0 0.0
H -0.5465 -5.8277 1.5208 0.0 0.0 0.0
H -1.4615 -5.4818 0.0289 0.0 0.0 0.0
H -1.8546 -3.4275 3.2160 0.0 0.0 0.0
H -1.2249 -2.6489 5.4697 0.0 0.0 0.0
H 1.0825 -1.9037 5.9227 0.0 0.0 0.0
H 2.7806 -1.9375 4.1330 0.0 0.0 0.0
H 2.1561 -2.7190 1.8521 0.0 0.0 0.0
C -6.1991 1.1351 1.9701 0.0 0.0 0.0
N -4.9641 0.4853 2.4097 -0.1 0.0 0.0
C -4.0109 1.3795 3.0579 0.0 0.0 0.0
C -4.5274 -0.6867 1.9222 0.2 0.3 -0.1
O -3.2666 -0.8805 1.8284 -0.1 -0.6 0.5
N -5.3748 -1.6621 1.5781 -0.1 0.0 0.0
C -6.7393 -1.7554 2.0960 0.1 0.0 0.0
C -4.9181 -2.8203 0.8243 0.0 0.0 0.0
H -5.9366 2.1092 1.5549 0.0 0.0 0.0
H -6.8911 1.2776 2.8002 0.0 0.0 0.0
H -6.6780 0.5603 1.1856 0.0 0.0 0.0
H -4.5600 2.0086 3.7565 0.0 0.0 0.0
H -3.5114 2.0211 2.3262 0.0 0.0 0.0
H -3.2720 0.8104 3.6152 0.0 0.0 0.0
H -6.8434 -1.1527 2.9937 0.0 0.0 0.0
H -6.9266 -2.7964 2.3550 0.0 0.0 0.0
H -7.4804 -1.4472 1.3586 0.0 0.0 0.0
H -3.8690 -2.7217 0.5664 0.0 0.0 0.0
H -5.5170 -2.9287 -0.0811 0.0 0.0 0.0
H -5.0476 -3.7218 1.4274 0.0 0.0 0.0
O 2.9370 -1.8997 -0.2255 -0.3 -0.1 -0.2
P 3.7715 -1.6761 -1.4287 0.6 0.4 0.7
C 5.2165 -2.7007 -1.5648 0.0 0.0 -0.1
C 6.2132 -2.4808 -2.5235 0.0 0.0 0.0
C 7.3601 -3.2520 -2.5080 0.0 0.0 0.0
C 7.5215 -4.2356 -1.5345 0.0 0.0 0.0
C 6.5428 -4.4448 -0.5740 0.0 0.0 0.0
C 5.3878 -3.6746 -0.5816 -0.1 -0.1 0.0
C 4.4781 0.0352 -1.2859 0.0 0.1 -0.4
C 5.6152 0.2681 -0.5752 0.0 -0.1 0.0
C 6.0163 1.5996 -0.3440 0.1 0.1 0.1
C 5.3159 2.7169 -0.8232 0.0 -0.1 -0.1
C 4.1909 2.5094 -1.5630 0.0 0.0 0.0
C 3.7088 1.1560 -1.8551 -0.1 0.0 0.0
C 2.7669 -1.7419 -2.9724 -0.3 0.0 0.0
C 1.4245 -1.0840 -3.0853 0.5 -0.3 -0.5
C 0.6856 -1.4653 -4.2891 -0.2 0.0 0.2
C 1.1470 -2.3317 -5.2419 -0.2 0.0 -0.3
C 2.3876 -2.9231 -5.0652 0.0 0.2 0.3
C 3.1695 -2.6301 -3.9195 0.3 -0.2 0.0
H 6.1022 -1.7088 -3.2792 0.0 0.0 0.0
H 8.1306 -3.0918 -3.2499 0.0 0.0 0.0
H 8.4197 -4.8386 -1.5270 0.0 0.0 0.0
H 6.6788 -5.2050 0.1829 0.0 0.0 0.0
H 4.6179 -3.8253 0.1645 0.0 0.0 0.0
H 6.2056 -0.5463 -0.1743 0.0 0.0 0.0
H 6.9207 1.7689 0.2313 0.0 0.0 0.0
H 5.6797 3.7131 -0.6136 0.0 0.0 0.0
H 3.6411 3.3436 -1.9857 -0.1 0.0 0.1
H 3.8797 1.0520 -2.9498 0.1 0.1 0.0
H 0.8134 -1.4173 -2.2248 0.0 0.1 0.1
H -0.2908 -1.0123 -4.4149 0.0 0.0 0.0
H 0.5529 -2.5563 -6.1176 0.0 0.0 0.0
H 2.7641 -3.6311 -5.7951 0.0 0.0 0.0
H 4.1048 -3.1623 -3.7993 0.0 0.0 0.0
```
Positions in Å, forces in eV/Å.

Total charge: +3
F_max in eV Å⁻¹: 1.933
E_HOMO in eV: -13.53
Kohn-Sham gap in eV: 3.372
Relative energy (zero: lowest compared OMol25 entry of this formula, charge and spin) in eV: 0.297
LUMO energy in eV: -10.16

These are the Löwdin partial charges, in e, on atoms 1 to 5: 1.27 -0.06 -0.07 -0.11 -0.39

Entry 3:
DFT (wB97M-V/def2-TZVPD) results for a cluster of 3 separate species, C28H68F2N6O6P2 in total at a distorted geometry.

```
112
Properties=species:S:1:pos:R:3:forces:R:3
C 7.3871 -1.9665 -0.2438 -0.7 0.2 0.2
C 6.4507 -1.2642 -1.2284 0.8 0.9 0.5
O 5.0951 -1.5993 -1.0218 -0.1 -0.6 -0.1
C 4.3315 -1.9762 -2.1714 -0.1 0.3 -0.2
C 4.2565 -0.7381 -3.1164 -0.3 0.1 -0.7
C 4.6410 -0.9566 -4.5738 1.0 0.0 0.6
F 4.4826 0.2467 -5.2510 -0.4 -0.1 -0.2
C 4.9819 -3.1950 -2.8631 0.5 -0.3 0.6
C 5.4722 -4.3220 -1.9326 -0.6 -0.4 -0.6
C 6.5235 -5.1626 -2.6512 -0.4 -0.2 0.0
C 7.1642 -6.2375 -1.7889 0.5 0.2 -0.8
O 6.2390 -7.1942 -1.3255 0.2 0.3 0.4
C 5.8502 -7.0540 0.0284 -0.3 -0.8 0.0
C 2.8787 -2.3060 -1.6700 -0.3 -0.3 -0.5
C 2.3412 -1.1713 -0.7947 -0.1 0.1 0.6
C 0.9819 -1.3849 -0.0841 -0.2 0.1 0.1
O 0.2147 -2.5031 -0.5144 0.1 0.3 -0.1
O 2.8160 -3.5512 -0.9955 0.5 0.3 0.2
C 3.3048 -3.6035 0.3200 0.0 -0.5 0.7
C 2.0051 -2.5625 -2.9693 -0.6 0.3 0.4
C 0.9121 -1.5458 -3.2732 -0.2 0.1 -0.7
F 1.3678 -3.7922 -2.8877 0.1 -0.1 -0.2
H 7.7164 -2.9428 -0.5871 0.1 0.0 0.1
H 8.2180 -1.3063 -0.0046 0.3 -0.2 -0.2
H 6.8258 -2.0695 0.6871 0.1 -0.2 0.1
H 6.5552 -0.1957 -1.0036 -0.1 0.1 -0.1
H 6.8204 -1.3681 -2.2500 -0.3 -0.3 -0.1
H 3.2609 -0.2989 -3.1366 -0.1 -0.1 0.1
H 4.8849 0.0797 -2.7659 0.2 -0.2 0.2
H 5.7087 -1.1804 -4.6265 0.0 -0.1 -0.2
H 4.1186 -1.7711 -5.0719 -0.3 0.2 -0.2
H 4.3229 -3.6622 -3.5924 -0.1 0.2 -0.1
H 5.8669 -2.8819 -3.4189 -0.1 0.3 -0.1
H 5.7765 -3.9786 -0.9488 0.3 0.2 -0.1
H 4.6157 -4.9766 -1.7764 0.0 0.0 0.3
H 6.0111 -5.6828 -3.4673 0.0 0.0 -0.1
H 7.2931 -4.5599 -3.1438 0.2 0.1 0.3
H 7.8819 -6.7727 -2.4177 0.0 -0.1 0.0
H 7.7561 -5.7714 -0.9930 -0.2 -0.1 0.3
H 5.9383 -8.0349 0.5029 0.1 0.0 0.0
H 4.7950 -6.7825 0.0968 0.0 0.3 0.0
H 6.4847 -6.3700 0.5912 -0.1 0.2 -0.1
H 2.2811 -0.2253 -1.3244 0.1 -0.1 -0.3
H 3.0710 -0.9832 -0.0071 0.1 -0.1 -0.1
H 1.1377 -1.4568 0.9929 0.1 0.0 0.0
H 0.3741 -0.4878 -0.2188 0.0 0.0 -0.1
H 0.1274 -3.0890 0.2353 0.0 -0.3 0.0
H 3.2088 -4.6419 0.6412 -0.1 -0.1 -0.1
H 2.7275 -3.0165 1.0416 -0.1 0.2 -0.2
H 4.3538 -3.3378 0.4428 0.0 0.2 -0.2
H 2.6329 -2.6384 -3.8527 0.3 0.0 0.1
H -0.0309 -1.8029 -2.7993 0.2 -0.1 0.4
H 1.1555 -0.5122 -3.0443 0.1 0.0 0.1
H 0.7174 -1.5793 -4.3476 0.0 0.0 0.0
C 0.6185 0.6803 5.5323 -0.1 -0.3 0.1
N -0.0315 1.5190 4.5411 -0.2 0.2 0.5
C 0.9427 2.0483 3.5987 -0.2 0.1 -0.3
P -1.4581 0.9728 3.7389 0.9 -1.2 4.8
O -0.9396 -0.1859 2.9297 -1.0 1.8 -2.1
N -2.5621 0.1500 4.7498 -0.1 -0.6 -0.3
C -2.5497 0.1888 6.1930 -0.2 0.5 0.2
C -3.0461 -1.1411 4.2751 0.3 -0.2 -0.1
N -2.3209 2.4953 3.9739 0.4 -0.1 -2.5
C -2.9562 2.9773 2.7327 -0.3 -0.3 0.0
C -1.7797 3.6226 4.7164 0.5 0.1 0.1
H 1.4696 1.2174 5.9575 0.0 0.0 -0.2
H 0.9785 -0.2730 5.1227 0.0 0.0 0.0
H -0.0435 0.4727 6.3703 0.0 -0.1 -0.1
H 0.4648 2.7604 2.9164 0.0 -0.1 0.0
H 1.4016 1.2581 2.9909 0.0 0.0 0.0
H 1.7286 2.5898 4.1290 0.0 0.0 0.1
H -1.8361 -0.5316 6.6138 -0.1 0.0 0.0
H -3.5390 -0.0603 6.5871 0.0 0.0 -0.1
H -2.3129 1.1828 6.5757 0.1 0.0 -0.1
H -2.3360 -1.9524 4.4830 -0.1 -0.1 0.0
H -3.2260 -1.1221 3.2041 0.1 0.0 0.0
H -3.9948 -1.3797 4.7615 0.0 0.1 0.1
H -2.2184 3.3671 2.0223 -0.1 0.1 0.0
H -3.6828 3.7615 2.9403 0.0 0.0 0.1
H -3.4959 2.1607 2.2441 0.0 0.0 0.0
H -0.9739 4.1499 4.1914 0.0 0.0 0.0
H -1.4155 3.3229 5.6941 0.1 -0.1 -0.1
H -2.5953 4.3319 4.8811 -0.1 -0.1 -0.2
C -4.5152 3.7029 -2.5120 0.1 0.3 0.1
N -5.6137 3.1611 -1.7308 -0.3 0.2 -0.5
C -5.2701 1.8473 -1.2053 -0.3 -0.1 0.3
P -6.3996 4.1337 -0.5456 1.8 2.0 -4.3
O -5.3100 4.3295 0.4749 -2.1 -1.4 1.7
N -6.6509 5.7544 -1.0182 0.3 0.3 0.5
C -6.5759 6.2420 -2.3758 -0.5 -0.2 -0.3
C -6.2211 6.7840 -0.0787 0.4 -0.1 0.1
N -8.0253 3.6872 -1.0851 0.1 -1.1 2.3
C -8.9006 3.2916 0.0312 0.0 0.4 0.1
C -8.2843 2.8335 -2.2349 0.3 -0.3 -0.2
H -4.1853 2.9554 -3.2368 0.0 -0.1 0.1
H -3.6531 3.9968 -1.8989 0.0 0.0 0.0
H -4.8335 4.5601 -3.1012 0.0 0.0 0.1
H -6.1354 1.3984 -0.7042 0.0 0.0 0.0
H -4.4496 1.8948 -0.4787 0.0 0.0 0.0
H -4.9859 1.1759 -2.0174 0.0 0.1 -0.1
H -5.5419 6.4569 -2.6742 0.0 0.0 0.0
H -7.1468 7.1691 -2.4772 0.0 0.0 0.1
H -7.0092 5.5399 -3.0898 0.1 -0.1 0.1
H -5.1447 6.9875 -0.1507 0.0 0.1 0.1
H -6.4380 6.4948 0.9455 0.1 -0.1 0.0
H -6.7620 7.7119 -0.2774 -0.1 -0.1 -0.2
H -8.6383 2.3060 0.4323 -0.1 0.0 0.0
H -9.9441 3.2698 -0.2845 0.0 0.0 -0.1
H -8.8208 4.0193 0.8445 0.0 0.0 0.0
H -8.0392 1.7784 -2.0641 0.0 0.0 -0.1
H -7.7492 3.1731 -3.1157 0.1 0.0 0.1
H -9.3518 2.8993 -2.4630 0.0 0.0 0.2
```
Positions in Å, forces in eV/Å.

F_max in eV Å⁻¹: 5.104
E_HOMO in eV: -8.22
Kohn-Sham gap in eV: 8.682
Relative energy (zero: lowest compared OMol25 entry of this formula, charge and spin) in eV: 3.346
LUMO energy in eV: 0.47

These are the Löwdin partial charges, in e, on atoms 1 to 5: -0.05 -0.26 -0.12 -0.35 -0.07